DFT (ωB97M-V/def2-TZVPD) results for the ion C6H11N2 with charge +1 at a distorted geometry.

```
19
Properties=species:S:1:pos:R:3:forces:R:3
C 0.155994 -1.829877 0.478891 1.8 -1.8 -2.5
C 0.660022 1.224007 0.940519 -1.1 -0.6 0.2
C -0.744239 -0.346332 -1.562757 -0.6 -0.1 -0.1
C 1.404630 -0.913920 0.567145 -2.6 0.7 1.5
C -0.750649 0.660025 0.339079 0.8 -0.8 1.9
C -0.543382 -0.748007 -0.137900 2.0 2.2 0.5
N 1.405029 0.139060 1.524952 -1.0 -1.1 -0.7
N -1.015322 1.101446 -1.104250 2.4 -1.1 1.2
H 0.293926 -2.529377 -0.402588 0.2 0.2 1.3
H -0.209617 -2.427191 1.283807 -0.1 0.1 0.9
H 1.207057 1.496333 0.070160 0.6 0.7 -0.8
H 0.494519 2.048802 1.605632 0.1 0.6 0.4
H -0.047869 -0.525819 -2.390400 0.2 0.4 0.4
H -1.703402 -0.657722 -1.892367 -1.0 -0.6 -0.7
H 2.025290 -0.580648 -0.215893 0.4 -0.7 -1.6
H -1.542229 0.800639 1.104816 0.0 0.5 -1.0
H 1.167797 -0.140091 2.470492 -0.3 0.2 -0.1
H -0.351578 1.787047 -1.414837 0.5 0.5 -0.3
H -1.905977 1.441625 -1.264502 -2.4 0.7 -0.6
```
Positions in Å, forces in eV/Å.

The spin multiplicity is 1. As for the total energy: -9369.877 eV. As for the HOMO-LUMO gap: 8.681 eV. The calculation puts the LUMO energy at -0.121 hartree. Its net charge is +1.

DFT (ωB97M-V/def2-TZVPD) results for an isolated molecule of C16H15N3OS at a distorted geometry.

```
36
Properties=species:S:1:pos:R:3:forces:R:3
C -0.348673 2.799011 -3.174229 0.2 0.0 0.4
C 0.240681 1.429647 -3.256086 1.1 -1.5 0.6
C 1.123927 1.027093 -4.331186 -0.3 -0.5 0.8
C 1.718233 -0.202464 -4.164387 -0.7 0.2 0.5
C 2.430880 -0.893876 -5.195985 0.1 -0.6 -1.2
N 2.844661 -1.442314 -6.136298 -0.3 0.8 1.5
S 1.213461 -0.971580 -2.655119 -0.6 1.7 -0.7
C 0.181293 0.449237 -2.262228 0.4 -0.3 -0.5
C -0.582858 0.464008 -0.977953 -0.2 0.2 0.0
C -1.814820 1.156495 -0.883600 0.6 -0.8 0.9
C -2.498895 1.126255 0.347065 0.6 0.1 -0.8
C -1.945480 0.517902 1.451737 -0.4 0.1 0.0
N -2.440652 0.399122 2.754448 -0.2 0.9 -1.6
C -1.577833 -0.363728 3.461801 -0.8 -2.7 3.1
O -1.829524 -0.889899 4.558020 0.6 1.2 -1.1
N -0.469166 -0.644641 2.700356 0.2 0.1 -1.3
C 0.623343 -1.502752 3.177185 1.2 -0.6 -0.1
C 0.797211 -2.805766 2.350627 -0.4 0.6 -0.9
C 1.937403 -0.700151 3.246671 -0.3 0.0 -0.5
C -0.723157 -0.153922 1.392369 0.0 0.2 -0.1
C -0.083331 -0.214384 0.160470 -0.5 0.5 0.3
H 0.314026 3.503227 -3.668160 0.0 0.1 -0.1
H -1.316594 2.836416 -3.649250 -0.4 0.1 -0.2
H -0.458791 3.124877 -2.134071 0.0 -0.1 -0.2
H 1.275823 1.621136 -5.217648 0.1 0.1 -0.1
H -2.241374 1.664235 -1.741218 0.0 -0.2 0.2
H -3.456984 1.580939 0.417804 -0.6 0.4 0.1
H -3.406134 0.586369 3.002021 0.5 -0.2 0.3
H 0.415162 -1.802027 4.211429 -0.6 0.2 -0.4
H 1.477503 -3.541648 2.789859 -0.1 0.4 0.2
H 1.178884 -2.587789 1.327703 -0.1 -0.1 0.6
H -0.171921 -3.283550 2.209312 0.0 -0.1 0.1
H 2.103162 -0.104081 2.338186 -0.1 0.0 0.2
H 1.880740 -0.052676 4.112472 0.2 0.3 0.0
H 2.808227 -1.348341 3.341893 -0.1 -0.1 0.2
H 0.801566 -0.780380 0.095994 1.1 -0.4 -0.3
```
Positions in Å, forces in eV/Å.

The spin multiplicity is 1. As for the total energy: -34189.097 eV. As for the HOMO-LUMO gap: 8.019 eV. The calculation puts the LUMO energy at -0.008 hartree. Its net charge is 0.

DFT (ωB97M-V/def2-TZVPD) results for a cluster of 2 separate species, CH4NS in total at a distorted geometry.

```
7
Properties=species:S:1:pos:R:3:forces:R:3
S -1.224448 -0.083779 -1.473334 0.6 -0.2 -0.1
H -2.449475 0.369308 -1.273566 -0.5 0.2 0.1
C 1.390408 0.270551 0.991016 -2.8 3.7 3.2
N 1.482494 -0.197561 2.176636 -1.0 -3.0 -0.8
H 2.095116 -0.047395 0.341890 2.6 0.0 -2.6
H 0.706774 1.224808 0.842353 0.6 -2.6 -0.9
H 0.518846 -0.446637 2.480120 0.5 1.9 1.0
```
Positions in Å, forces in eV/Å.

The spin multiplicity is 1. As for the total energy: -13425.962 eV. As for the HOMO-LUMO gap: 6.918 eV. The calculation puts the LUMO energy at 0.159 hartree. Its net charge is -1.

DFT (ωB97M-V/def2-TZVPD) results for a cluster of 2 separate species, C3H10NO2 in total at a distorted geometry.

```
16
Properties=species:S:1:pos:R:3:forces:R:3
O 0.048869 0.925019 -1.568138 -1.1 -0.4 -0.2
C -1.168342 1.009735 -1.541753 0.7 0.9 -0.4
O -1.977006 0.276679 -2.272068 0.2 -0.1 -0.2
H -1.633535 1.763660 -0.913655 -0.4 0.3 0.2
H -2.874352 0.648492 -2.286031 0.1 -0.2 0.1
C -0.502029 -0.888824 1.128749 0.9 0.0 0.3
N 0.735442 -0.694603 0.280431 -0.5 0.8 0.4
C 1.740806 0.280806 0.795780 2.8 -1.1 0.6
H -0.214552 -1.664109 1.825725 -0.4 -0.4 0.1
H -0.751041 -0.041267 1.766099 0.1 0.3 -0.5
H -1.313938 -1.179065 0.482414 -0.3 -0.2 0.0
H 0.474396 -0.279822 -0.689301 0.5 -0.9 1.1
H 1.159545 -1.621162 0.253273 0.1 0.2 -0.6
H 1.357790 1.277149 0.966433 -0.3 0.0 -0.3
H 2.579024 0.234129 0.063566 -0.8 0.7 0.1
H 2.338925 -0.046818 1.708474 -1.6 0.0 -0.7
```
Positions in Å, forces in eV/Å.

The spin multiplicity is 1. As for the total energy: -8851.297 eV. As for the HOMO-LUMO gap: 12.680 eV. The calculation puts the LUMO energy at -0.111 hartree. Its net charge is +1.

DFT (ωB97M-V/def2-TZVPD) results for a structure of composition CClMnO4S3.

```
10
Properties=species:S:1:pos:R:3:forces:R:3
Mn -0.150294 -0.150297 -0.096264 -0.4 -0.4 0.0
O 2.280283 2.280285 1.036506 -0.1 -0.1 -0.3
Cl 1.714707 1.714707 -0.121770 -0.3 -0.3 0.0
O 2.219184 2.219185 -1.336141 -0.1 -0.1 0.3
O 1.837731 0.197677 -0.088635 0.3 0.7 0.0
O 0.197677 1.837729 -0.088636 0.7 0.3 0.0
S -3.210084 -3.210082 0.531529 -0.3 -0.3 0.0
C -2.106614 -2.106613 0.186988 0.2 0.2 0.0
S -2.395842 -0.386747 -0.011788 0.0 -0.1 0.0
S -0.386749 -2.395844 -0.011790 -0.1 0.0 0.0
```
Positions in Å, forces in eV/Å.

As for the expectation value of S²: 6.306. The spin multiplicity is 5. As for the total energy: -85568.034 eV. As for the HOMO-LUMO gap (spin up / spin down): 6.332 / 7.590 eV. The calculation puts the LUMO energy (spin up / spin down) at -0.104 / -0.060 hartree. Its net charge is 0.

DFT (ωB97M-V/def2-TZVPD) results for an isolated molecule of C3H4FNO at a distorted geometry.

```
10
Properties=species:S:1:pos:R:3:forces:R:3
O 2.026929 -0.931638 0.112744 -0.9 1.5 0.2
C 0.852754 -0.856815 -0.193271 3.0 -5.0 -0.6
C -0.231022 -0.041492 0.184409 -0.5 3.7 -0.2
C 0.156433 1.207045 0.949841 -0.3 -0.1 -0.6
N -0.396749 1.409581 2.043817 -1.2 -1.4 1.6
F -0.016447 2.538546 2.724522 0.4 0.7 -0.5
H 0.522449 -1.716095 -0.840386 -0.2 0.5 -0.1
H -0.393122 0.379040 -0.832552 -1.0 -0.2 0.2
H -1.086865 -0.602942 0.540562 -0.1 0.1 0.0
H 0.757142 1.948365 0.463140 0.8 0.2 -0.1
```
Positions in Å, forces in eV/Å.

The spin multiplicity is 1. As for the total energy: -9427.603 eV. As for the HOMO-LUMO gap: 11.050 eV. The calculation puts the LUMO energy at 0.026 hartree. Its net charge is 0.